# 1
25
Properties=species:S:1:pos:R:3:forces:R:3 method="wB97M-V/def2-TZVPD" gap_ev="6.996 / 8.646" spin_multiplicity=3 total_charge=+1 relative_energy_kcal_mol=48.15 e_homo_ev="-9.528 / -14.843" molar_mass_g_mol=139.2
C 0.422 -0.810 -1.537 -0.8 2.4 -3.2
C 0.787 -1.524 -0.478 -0.1 -2.0 5.7
C -1.030 1.008 -2.694 2.4 -1.1 -0.7
C -1.196 1.375 -1.300 -1.3 -0.7 1.8
C -0.129 1.747 -3.593 -0.8 1.4 -3.2
C 1.083 -0.787 3.875 0.5 0.9 -0.6
C -0.236 -0.479 3.060 0.8 1.1 0.1
C -0.222 -0.605 1.567 -5.0 5.7 2.7
N -0.460 0.199 -1.637 0.2 -0.8 -0.5
N 0.539 -1.360 0.897 5.8 -5.9 -4.2
H 0.916 -1.068 -2.479 -0.5 -0.1 0.2
H 1.212 -2.513 -0.623 0.5 0.4 -0.3
H -1.799 0.505 -3.185 -1.6 -0.7 -0.5
H -2.227 1.128 -0.953 1.0 0.7 0.5
H 0.472 1.256 -4.479 -1.2 0.4 2.2
H 0.479 2.402 -2.981 0.4 0.3 -0.4
H -0.939 2.364 -4.176 1.8 -0.5 0.9
H 0.901 -0.407 4.901 0.0 -0.7 -0.5
H 1.328 -1.914 3.910 -0.2 1.9 -0.1
H 1.929 -0.110 3.517 -0.7 -1.4 0.2
H -0.607 0.615 3.177 0.6 -2.0 0.6
H -0.891 -1.203 3.525 -1.1 0.1 -0.1
H -0.552 2.101 -0.814 -0.5 0.4 0.0
H -0.923 0.106 1.035 1.0 -1.2 0.5
H 1.143 -2.027 1.467 -1.2 1.1 -1.0

# 2
6
Properties=species:S:1:pos:R:3:forces:R:3 method="wB97M-V/def2-TZVPD" gap_ev=10.001 total_charge=0 relative_energy_kcal_mol=61.64 e_homo_ev=-9.959 molar_mass_g_mol=78.1
C -3.056 -0.770 -0.178 0.9 -1.0 0.0
P 0.335 0.523 -0.272 -2.2 1.3 2.0
S -4.070 0.338 -0.198 -0.9 1.0 0.0
H 1.610 0.165 -0.183 2.2 -0.9 0.2
H 0.732 1.913 -0.049 -0.4 -0.8 -0.1
H 0.045 0.280 1.238 0.5 0.3 -2.1